[1]
# C2H5N2S

An isolated ion of composition C2H5N2S and charge +1 in a non-equilibrium geometry (the ωB97M-V functional and the def2-TZVPD basis, the OMol25 dataset).

Its frontier orbital gap (spin up / spin down) is 0.3165 / 0.3165 Ha. As for the energy relative to the best compared isomer or geometry (same formula, charge and spin): 33.28 kcal per mole. As for the HOMO energy (spin up / spin down): -14.954 / -14.954 eV.

```
! RIJCOSX wB97M-V def2-TZVPD def2/J DEFGRID3
* xyz 1 1
C 0.98 0.40 0.08
C -2.01 -0.17 -0.27
N 1.79 1.20 -0.33
N 1.04 -0.86 0.44
S -1.06 1.02 0.26
H -1.65 -1.15 -0.55
H -3.07 0.01 -0.38
H 1.69 2.13 -0.69
H 1.95 -1.31 0.41
H 0.34 -1.28 1.03
*
```

From a Mulliken analysis of the wavefunction, the atomic charges in e read: atom 1 (C): 0.616, atom 2 (C): -0.179, atom 3 (N): -0.429, atom 4 (N): -0.418, atom 5 (S): 0.030, atom 6 (H): 0.308, atom 7 (H): 0.288, atom 8 (H): 0.300, atom 9 (H): 0.264, atom 10 (H): 0.220

[2]
# C2H5N2S

An isolated ion of composition C2H5N2S and charge +1 in a non-equilibrium geometry (the ωB97M-V functional and the def2-TZVPD basis, the OMol25 dataset).

Its frontier orbital gap is 0.3350 Ha. The SMILES is [NH2+]=C=NCS. As for the energy relative to the best compared isomer or geometry (same formula, charge and spin): 38.28 kcal per mole. As for the HOMO energy: -13.594 eV.

```
! RIJCOSX wB97M-V def2-TZVPD def2/J DEFGRID3
* xyz 1 1
N -2.30 0.64 0.06
C -1.05 0.36 0.14
N 0.10 0.16 0.14
C 1.34 -0.38 0.39
S 3.00 0.43 -0.01
H -3.03 0.60 0.88
H -2.85 0.85 -0.78
H 1.40 -0.37 1.55
H 1.34 -1.23 -0.29
H 3.37 0.05 -1.31
*
```

From a Mulliken analysis of the wavefunction, the atomic charges in e read: atom 1 (N): -0.440, atom 2 (C): 0.345, atom 3 (N): 0.201, atom 4 (C): -0.429, atom 5 (S): -0.152, atom 6 (H): 0.325, atom 7 (H): 0.290, atom 8 (H): 0.312, atom 9 (H): 0.361, atom 10 (H): 0.186

[3]
# C2H5N2S

A 2-piece molecular cluster, C2H5N2S overall in a non-equilibrium geometry (the ωB97M-V functional and the def2-TZVPD basis, the OMol25 dataset).

Its frontier orbital gap is 0.3035 Ha. As for the energy relative to the best compared isomer or geometry (same formula, charge and spin): 51.52 kcal per mole. As for the HOMO energy: -14.206 eV.

```
! RIJCOSX wB97M-V def2-TZVPD def2/J DEFGRID3
* xyz 1 1
C -0.92 -0.24 0.14
C 2.31 -0.70 0.53
N -1.87 0.45 -0.52
N 0.34 0.05 0.07
S 3.22 0.11 -0.45
H -1.14 -1.01 0.87
H 1.77 -1.17 1.32
H -2.78 0.69 -0.02
H -1.60 0.98 -1.44
H 0.66 0.84 -0.50
*
```

From a Mulliken analysis of the wavefunction, the atomic charges in e read: atom 1 (C): 0.164, atom 2 (C): 0.341, atom 3 (N): -0.435, atom 4 (N): -0.486, atom 5 (S): -0.029, atom 6 (H): 0.309, atom 7 (H): 0.408, atom 8 (H): 0.266, atom 9 (H): 0.272, atom 10 (H): 0.191

[4]
# C2H5N3

A 2-piece molecular cluster, C2H5N3 overall in a non-equilibrium geometry (the ωB97M-V functional and the def2-TZVPD basis, the OMol25 dataset).

Its frontier orbital gap is 0.3617 Ha. As for the energy relative to the best compared isomer or geometry (same formula, charge and spin): 69.40 kcal per mole. As for the HOMO energy: -8.733 eV.

```
! RIJCOSX wB97M-V def2-TZVPD def2/J DEFGRID3
* xyz 0 1
C 2.00 -0.72 -0.21
C -1.06 0.88 0.18
N 2.13 0.49 0.05
N -1.42 0.74 -1.02
N 2.19 1.58 0.29
H 2.56 -1.48 0.38
H 0.98 -0.90 -0.64
H -0.22 0.42 0.56
H -1.57 1.65 0.79
H -2.32 1.05 -1.35
*
```

From a Mulliken analysis of the wavefunction, the atomic charges in e read: atom 1 (C): -0.357, atom 2 (C): -0.275, atom 3 (N): 0.457, atom 4 (N): -0.435, atom 5 (N): -0.582, atom 6 (H): 0.241, atom 7 (H): 0.267, atom 8 (H): 0.194, atom 9 (H): 0.249, atom 10 (H): 0.241

Repeat the second record exactly.
# C2H5N2S

An isolated ion of composition C2H5N2S and charge +1 in a non-equilibrium geometry (the ωB97M-V functional and the def2-TZVPD basis, the OMol25 dataset).

Its frontier orbital gap is 0.3350 Ha. The SMILES is [NH2+]=C=NCS. As for the energy relative to the best compared isomer or geometry (same formula, charge and spin): 38.28 kcal per mole. As for the HOMO energy: -13.594 eV.

```
! RIJCOSX wB97M-V def2-TZVPD def2/J DEFGRID3
* xyz 1 1
N -2.30 0.64 0.06
C -1.05 0.36 0.14
N 0.10 0.16 0.14
C 1.34 -0.38 0.39
S 3.00 0.43 -0.01
H -3.03 0.60 0.88
H -2.85 0.85 -0.78
H 1.40 -0.37 1.55
H 1.34 -1.23 -0.29
H 3.37 0.05 -1.31
*
```

From a Mulliken analysis of the wavefunction, the atomic charges in e read: atom 1 (N): -0.440, atom 2 (C): 0.345, atom 3 (N): 0.201, atom 4 (C): -0.429, atom 5 (S): -0.152, atom 6 (H): 0.325, atom 7 (H): 0.290, atom 8 (H): 0.312, atom 9 (H): 0.361, atom 10 (H): 0.186

Q: What is the formula in the second record?
A: C2H5N2S

Q: Which value of energy relative to the best compared isomer or geometry (same formula, charge and spin) does entry 2 give?
A: 38.28 kcal per mole

Q: What is the energy relative to the best compared isomer or geometry (same formula, charge and spin) in the second record?
A: 38.28 kcal per mole